Record 1
The following is a DFT calculation (ωB97M-V/def2-TZVPD) of a molecular structure, C12H30B2CoF8N2O4.

Geometry (Å):
1 Co -28.7268 11.9826 8.3754
2 B -28.2017 13.4521 5.3159
3 F -28.2725 12.9106 6.6368
4 F -27.4370 14.6033 5.3491
5 F -27.3652 12.6191 4.6153
6 F -29.3717 13.6118 4.6621
7 B -29.9216 11.1937 10.6087
8 F -30.9260 10.3456 10.0453
9 F -28.7521 10.8343 10.1266
10 F -30.0327 12.4392 10.2004
11 F -29.9717 11.1674 11.9662
12 C -22.7216 13.1400 10.5030
13 O -24.0241 12.8339 9.8766
14 C -24.5223 13.7045 8.9324
15 C -25.8416 13.0567 8.3218
16 N -26.8376 12.4993 9.2359
17 C -27.1654 13.4376 10.3388
18 C -27.8739 14.6840 9.7380
19 O -28.8370 14.1857 8.7838
20 C -29.5522 15.3424 8.2132
21 H -22.4913 12.5070 11.3600
22 H -22.7476 14.1562 10.8965
23 H -21.9351 13.0439 9.7546
24 H -23.8167 13.8126 8.1087
25 H -24.5862 14.7074 9.3546
26 H -25.3707 12.2840 7.7141
27 H -26.2163 13.8022 7.6204
28 H -26.3567 11.7974 9.7800
29 H -26.3418 13.8358 10.9315
30 H -27.8587 12.9771 11.0426
31 H -27.1675 15.3283 9.2146
32 H -28.3986 15.3609 10.4124
33 H -30.2897 15.7789 8.8867
34 H -30.0827 14.8826 7.3794
35 H -28.8729 16.1142 7.8514
36 C -26.3185 6.2685 6.4970
37 O -26.8695 7.4201 7.1536
38 C -26.7773 8.6455 6.2440
39 C -26.9244 10.0403 6.9854
40 N -28.3457 10.1174 7.4521
41 C -29.2814 10.1645 6.3147
42 C -30.6153 10.6274 6.9008
43 O -30.4919 11.9108 7.5820
44 C -31.7876 12.4295 7.9211
45 H -26.4690 5.3220 7.0161
46 H -25.2375 6.3293 6.3708
47 H -26.7588 6.2197 5.5010
48 H -27.3464 8.5954 5.3157
49 H -25.7542 8.7205 5.8756
50 H -26.5774 10.9121 6.4306
51 H -26.2818 9.9703 7.8630
52 H -28.5443 9.1741 7.7538
53 H -29.5290 9.1452 6.0184
54 H -29.0648 10.7588 5.4271
55 H -30.9819 9.7749 7.4726
56 H -31.2632 10.7713 6.0361
57 H -32.3713 11.8967 8.6718
58 H -32.4418 12.7590 7.1139
59 H -31.5166 13.3589 8.4220

Its expectation value of S² is 3.7549. As for the gap between HOMO and LUMO (spin up / spin down): 10.4838 / 10.9387 eV. For the LUMO energy (spin up / spin down), the calculation gives 0.51 / 0.51 eV. As for the multiplicity: 4.


Record 2
The following is a DFT calculation (ωB97M-V/def2-TZVPD) of 2 unconnected molecules or ions with the total composition C4H12.

Geometry (Å):
1 C -1.9828 -1.3208 1.0786
2 C -0.9506 -2.4488 0.5000
3 H -1.4940 -0.4234 1.5919
4 H -2.4481 -0.9341 0.2793
5 H -2.7629 -1.8170 1.7763
6 H -1.4858 -3.1560 0.0004
7 H -0.4141 -2.8083 1.3698
8 H -0.3444 -1.8685 -0.2163
9 C 1.1740 1.2399 -0.3613
10 C 1.6641 2.4319 -1.2382
11 H 1.3129 1.6171 0.6337
12 H 0.2310 0.8012 -0.4534
13 H 2.0164 0.4806 -0.4251
14 H 2.6154 2.2233 -1.8355
15 H 1.9296 3.3127 -0.6600
16 H 0.9393 2.6702 -2.0404

As for the gap between HOMO and LUMO: 12.5647 eV. For the LUMO energy, the calculation gives 1.13 eV.


Record 3
The following is a DFT calculation (ωB97M-V/def2-TZVPD) of a molecular structure, C3H2HoO3.

Geometry (Å):
1 H 2.0468 0.1625 0.5263
2 O -0.5537 0.7303 1.5301
3 C 0.5006 1.1035 0.9953
4 C 1.0668 0.2484 -0.1212
5 C 1.5052 1.1089 -1.3159
6 O 0.3391 -0.8383 -0.3911
7 O 1.9610 0.7584 -2.3392
8 Ho -1.5536 -1.1241 0.6775
9 H 0.8933 2.1143 1.1907

Its expectation value of S² is 8.7609. As for the gap between HOMO and LUMO (spin up / spin down): 3.9985 / 8.1911 eV. For the LUMO energy (spin up / spin down), the calculation gives -11.58 / -11.42 eV. As for the multiplicity: 6. Its total charge is +2.


Record 4
The following is a DFT calculation (ωB97M-V/def2-TZVPD) of a single C8H8ClNO molecule.

Geometry (Å):
1 O -2.0259 -2.0012 -0.5509
2 C -1.0302 -1.3399 -0.0227
3 N -0.9343 -0.9698 1.1756
4 C 0.3355 -0.3737 1.3581
5 C 0.3922 1.1932 0.9025
6 C -0.5472 1.5363 -0.2063
7 Cl -2.2191 1.2664 -0.0038
8 C 0.2000 0.6393 -1.1626
9 C 0.0842 -0.8533 -0.9110
10 C 1.2083 -0.7177 0.1040
11 C 1.4159 0.7722 -0.2213
12 H -2.6639 -2.0653 0.0932
13 H 0.7537 -0.7866 2.2656
14 H 0.4760 1.9184 1.6798
15 H -0.3113 2.6645 -0.2641
16 H 0.3309 0.9661 -2.1423
17 H 0.1755 -1.5435 -1.7555
18 H 2.0376 -1.4423 0.2944
19 H 2.3220 1.1371 -0.6327

As for the gap between HOMO and LUMO: 9.7591 eV. For the LUMO energy, the calculation gives 0.86 eV.


Record 5
The following is a DFT calculation (ωB97M-V/def2-TZVPD) of a molecular structure, C3H7BiO2.

Geometry (Å):
1 C 1.3312 0.2216 -1.6095
2 O 0.2838 0.0786 -0.6599
3 C 0.6037 -0.6102 0.5093
4 C -0.1156 -0.3625 1.6017
5 H 0.8610 0.4965 -2.5595
6 H 2.0239 1.0216 -1.3101
7 H 1.8796 -0.7248 -1.7122
8 H 1.2513 -1.4745 0.3173
9 H 0.4081 0.1233 2.4305
10 Bi -1.0814 1.6568 0.1891
11 O -2.5149 0.3362 0.9046
12 H -1.8279 -0.6191 1.5827
13 H -3.1029 -0.1435 0.3160

Its expectation value of S² is 0.7833. As for the gap between HOMO and LUMO (spin up / spin down): 6.3642 / 7.1210 eV. For the LUMO energy (spin up / spin down), the calculation gives -5.11 / -5.42 eV. As for the multiplicity: 2. Its total charge is +1.


Record 6
The following is a DFT calculation (ωB97M-V/def2-TZVPD) of a single C3H7OS2 molecule.

Geometry (Å):
1 C -1.6354 0.4272 -0.2794
2 C -2.8169 -0.4796 0.0955
3 O -2.7292 -1.1645 1.2413
4 C -0.3421 -0.3675 -0.2920
5 S 1.0507 0.7256 -0.7244
6 S 2.5351 0.1126 0.5290
7 H -1.8196 0.8340 -1.2858
8 H -1.5617 1.2756 0.4024
9 H -3.0829 -1.1222 -0.7778
10 H -3.7460 0.1197 0.0987
11 H -0.1137 -0.7615 0.6904
12 H -0.3704 -1.1507 -1.0432
13 H 3.1123 -0.8386 -0.2227

Its expectation value of S² is 0.7544. As for the gap between HOMO and LUMO (spin up / spin down): 9.8017 / 7.4919 eV. For the LUMO energy (spin up / spin down), the calculation gives 0.61 / -1.69 eV. As for the multiplicity: 2.


Record 7
The following is a DFT calculation (ωB97M-V/def2-TZVPD) of a molecular structure, C6H8LiO7.

Geometry (Å):
1 Li 1.3698 0.8972 1.3131
2 C -0.0036 -0.8806 -1.5664
3 C -0.5275 -0.6170 -0.3265
4 C -2.0409 -0.6017 -0.1032
5 O -2.4294 -0.2792 1.0372
6 C -2.8490 -0.9341 -1.1956
7 C -2.3424 -1.3491 -2.4549
8 C -0.8120 -1.3456 -2.6525
9 O -0.3508 -1.7411 -3.7069
10 O -3.0495 -1.7063 -3.4065
11 O 0.1936 -0.3719 0.6949
12 H 1.0792 -0.9219 -1.6468
13 H -3.9186 -0.9801 -1.0194
14 O 0.0722 1.8057 2.6646
15 H -0.2071 1.2323 3.3820
16 H 0.0218 2.7023 3.0020
17 O 2.7223 -0.1904 2.2491
18 H 3.6344 -0.2097 1.9527
19 H 2.6435 -0.8954 2.8944
20 O 2.1718 2.0294 -0.0051
21 H 1.8403 2.7753 -0.5092
22 H 2.7816 1.5819 -0.5967

As for the gap between HOMO and LUMO: 3.9196 eV. For the LUMO energy, the calculation gives 1.44 eV. Its total charge is -1.


Across the entries above, relative energy (zero: lowest compared OMol25 entry of this formula, charge and spin) takes the values 2.4017; 1.1143; 0.2965; 3.2983; 3.2848; 0.4028; 0.0000 eV, respectively.